# 1
Below is a structure of composition C14H45GaN7O2P2 at a distorted geometry, with properties calculated with ωB97M-V/def2-TZVPD.

```
71
Properties=species:S:1:pos:R:3:forces:R:3
N -2.62225 3.02218 -1.99489 -0.239 0.411 0.274
C -1.72953 2.48793 -0.95843 0.769 -0.387 -0.097
C -0.32852 2.08055 -1.48891 -0.827 0.135 -0.237
Ga -0.44080 0.83262 -3.14603 -0.028 0.177 0.229
H -2.13622 3.18816 -2.86594 0.064 -0.166 -0.008
H -3.03965 3.89095 -1.68841 0.063 0.062 -0.078
H -2.22130 1.59633 -0.54107 0.139 0.118 0.196
H -1.57301 3.22510 -0.15154 -0.372 -0.076 0.034
H 0.18987 3.00745 -1.77806 0.042 -0.130 0.030
H 0.23542 1.64000 -0.65782 0.011 -0.038 -0.130
H 0.83044 1.17894 -4.06942 0.093 -0.113 -0.116
H -0.49308 -0.72304 -2.71125 0.109 -0.071 0.066
H -1.82399 1.15959 -3.92124 0.118 -0.008 -0.126
O 4.43681 1.22317 -2.39657 1.273 -0.134 -3.997
P 5.32663 -0.00324 -2.42496 -1.476 -2.046 7.027
N 4.10490 -1.13770 -2.03175 -0.318 -0.202 0.267
C 4.01544 -2.14006 -0.99836 0.226 -0.232 0.078
C 3.15210 -1.40325 -3.10886 0.368 0.382 -0.451
N 6.34857 0.56898 -1.14021 0.197 0.923 0.338
C 6.76364 -0.13624 0.06615 0.490 -0.570 -0.290
C 6.28407 2.00486 -0.84908 -0.266 0.169 -0.061
N 6.46662 -1.23307 -2.87307 1.017 2.195 -3.193
C 6.87007 -2.44996 -2.20013 -1.005 -0.753 0.178
C 7.59218 -0.63022 -3.60866 0.065 0.126 0.202
H 4.13995 -3.15714 -1.40250 0.025 -0.033 0.069
H 3.02847 -2.11026 -0.52468 -0.031 0.089 -0.080
H 4.74249 -2.01727 -0.19875 0.061 0.070 -0.127
H 3.61871 -2.03514 -3.88324 -0.144 -0.101 -0.005
H 2.82500 -0.47324 -3.57678 -0.047 0.000 0.055
H 2.25529 -1.90335 -2.74706 0.036 0.069 0.197
H 5.98424 -0.76980 0.49149 0.096 -0.111 -0.071
H 7.02990 0.55713 0.86375 -0.130 0.261 -0.190
H 7.67839 -0.71363 -0.10501 -0.124 -0.221 0.096
H 5.42841 2.24623 -0.20735 -0.013 0.129 -0.069
H 6.21035 2.59566 -1.75663 -0.152 -0.063 -0.002
H 7.19486 2.33683 -0.34178 0.073 -0.275 0.045
H 6.99770 -2.36422 -1.12151 -0.110 0.072 0.005
H 7.82246 -2.80474 -2.59589 0.030 0.343 -0.189
H 6.16747 -3.26192 -2.40002 -0.105 0.047 0.158
H 8.30816 -0.14721 -2.92971 0.046 -0.019 -0.045
H 7.22690 0.12846 -4.30540 0.007 0.033 0.054
H 8.12410 -1.37097 -4.20926 -0.101 -0.075 0.024
O -3.33128 -1.67513 2.43957 2.688 2.970 1.018
P -4.22834 -0.47741 2.69906 -6.329 -3.541 -0.920
N -4.97895 -1.13265 4.10895 -0.318 -0.453 0.386
C -6.36296 -1.32260 4.46582 -0.195 0.257 0.022
C -4.12044 -1.17637 5.28053 0.349 0.251 -0.313
N -5.06265 -0.61290 1.19397 0.388 -0.634 -0.716
C -6.50034 -0.63362 0.95824 -0.240 0.838 0.211
C -4.39907 -1.40447 0.14761 0.256 -0.250 0.032
N -4.85620 1.10496 2.99234 3.521 1.441 -0.806
C -6.18993 1.55990 3.32476 -0.381 -0.558 1.120
C -4.15111 2.08648 2.14133 -0.034 -0.101 -0.293
H -6.69374 -0.60058 5.22876 -0.096 -0.007 -0.018
H -6.51393 -2.32124 4.89422 0.091 -0.025 -0.015
H -7.04835 -1.24380 3.62644 0.137 0.083 -0.054
H -3.99425 -0.17055 5.71199 0.011 -0.072 0.191
H -3.13332 -1.56200 5.01832 -0.006 0.040 -0.034
H -4.52786 -1.83373 6.05014 -0.141 -0.025 -0.075
H -7.06116 -1.17694 1.72162 -0.031 0.152 0.043
H -6.74331 -1.13185 0.02087 0.349 -0.096 -0.031
H -6.89822 0.37877 0.83560 -0.181 -0.049 0.186
H -4.57953 -2.47832 0.28509 0.101 -0.008 -0.028
H -3.32834 -1.23334 0.13085 -0.011 -0.048 0.087
H -4.76537 -1.12025 -0.84054 -0.176 0.177 0.126
H -6.99725 1.06361 2.78669 0.066 -0.114 0.005
H -6.28932 2.62495 3.11569 0.351 -0.022 -0.190
H -6.38355 1.46920 4.39685 -0.081 -0.158 -0.027
H -4.53005 2.07307 1.11298 0.052 0.064 -0.008
H -3.08299 1.86071 2.10593 -0.019 -0.028 -0.096
H -4.23947 3.10061 2.53514 -0.051 -0.073 0.140
```
Forces are in eV/Å.

Results
net charge: -1
LUMO energy: 1.957 eV
gap between HOMO and LUMO: 6.15 eV
DFT total energy: -3701.45381 a.u.

=====

# 2
Below is a cluster of 2 separate species, C23H50BBr2N4O3 in total at a distorted geometry, with properties calculated with ωB97M-V/def2-TZVPD.

```
83
Properties=species:S:1:pos:R:3:forces:R:3
C 1.20615 3.40943 5.31927 -0.406 0.449 -1.161
C 0.88884 3.70144 4.03794 0.165 -0.067 1.030
C 0.79993 2.65233 2.97635 1.398 -1.281 -0.585
C 1.22640 3.06457 1.55185 0.046 0.579 0.468
C 2.71644 2.96111 1.12773 -0.047 0.895 -0.054
C 3.12226 4.33709 0.54926 -0.295 -0.096 -0.015
C 3.66569 2.61616 2.27219 0.209 -1.045 -0.430
C 5.09835 2.35087 1.78566 -0.092 0.271 -0.095
C 0.17370 2.49222 0.61395 -0.602 1.624 -0.091
N -0.75867 1.52447 1.34145 1.286 0.682 -0.903
C -2.08793 1.76434 0.67398 -1.347 -0.349 -0.444
N -2.96797 0.62118 0.77029 0.463 -0.078 0.505
C -3.45798 0.28729 2.11320 -0.473 -0.232 -0.530
C -0.36045 0.09128 1.07914 0.806 -0.093 -0.437
Br 1.38462 -0.31444 1.86085 -0.336 -0.068 -0.071
C -0.38987 -0.33993 -0.41101 0.239 -1.279 0.311
C -0.69614 -1.84398 -0.40318 -0.224 0.000 0.086
Br 1.28777 -0.13795 -1.41618 -0.281 0.365 0.029
C -0.57771 1.94371 2.79332 -1.092 -0.082 1.198
B -1.69008 2.83625 3.53546 -0.571 0.299 -0.498
O -1.92057 2.43398 4.81320 0.310 -0.095 -0.214
N -2.44815 3.95200 2.92626 -0.379 0.068 0.552
C -3.91683 3.72576 3.06412 0.346 0.130 0.202
C -2.11906 5.27723 3.48527 0.811 0.097 -0.569
H 0.85342 4.06891 6.10277 0.847 0.363 0.076
H 1.78606 2.53760 5.59659 -0.675 -0.466 0.061
H 0.74880 4.74944 3.78060 -0.869 -0.112 0.006
H 1.48199 1.87575 3.32280 -0.080 -0.074 -0.040
H 1.01526 4.13634 1.54148 0.059 0.085 -0.046
H 2.80982 2.26070 0.29553 0.014 -0.429 0.251
H 2.30819 4.78670 -0.02111 -0.016 -0.079 -0.161
H 3.97901 4.27291 -0.11355 0.152 0.046 0.061
H 3.33771 5.02731 1.36583 0.127 0.061 0.013
H 3.33003 1.67397 2.71069 -0.014 0.102 0.279
H 3.64816 3.36642 3.06067 -0.127 0.208 -0.079
H 5.34790 2.92584 0.89662 0.003 0.121 -0.013
H 5.21722 1.30342 1.51780 0.094 -0.077 0.053
H 5.82992 2.62088 2.54246 0.072 -0.179 0.090
H 0.45152 2.20432 -0.39405 0.286 -0.759 0.237
H -0.47924 3.34996 0.44265 -0.275 -0.136 -0.066
H -1.87853 1.89823 -0.38441 0.134 -0.011 -0.037
H -2.53938 2.70340 0.99698 0.548 0.080 0.605
H -3.75544 0.77724 0.15794 0.011 -0.095 -0.202
H -4.22613 0.98090 2.45061 0.155 0.122 0.322
H -3.93033 -0.69227 2.06297 0.021 -0.078 0.000
H -2.64270 0.19705 2.82538 0.000 0.199 0.117
H -1.01204 -0.58089 1.62032 -0.305 0.278 0.052
H -1.16944 0.12424 -0.99785 0.130 0.418 0.083
H -0.16278 -2.35693 0.39465 0.234 -0.035 -0.079
H -0.43135 -2.29811 -1.35074 -0.020 -0.074 -0.047
H -1.76110 -2.00269 -0.22986 -0.071 0.103 0.009
H -0.63140 1.01163 3.35550 0.424 -0.045 0.072
H -2.41649 3.09088 5.31123 -0.210 -0.051 0.188
H -4.40659 3.85310 2.10031 -0.133 -0.102 -0.051
H -4.35448 4.44227 3.75913 -0.044 0.093 -0.011
H -4.14045 2.75031 3.48917 -0.077 -0.140 -0.205
H -1.21155 5.65254 3.01131 0.085 0.020 0.051
H -2.88908 6.00296 3.24359 -0.187 -0.076 0.044
H -1.93026 5.28134 4.56517 -0.234 -0.011 0.090
C 1.90520 -5.89795 -2.49276 -0.107 0.002 0.028
O 0.81971 -5.02304 -2.74545 0.177 -0.067 -0.007
C 1.15182 -3.90887 -3.56493 -0.243 0.160 0.079
C 0.43168 -3.98642 -4.89354 0.033 -0.259 -0.029
N 0.96643 -5.06491 -5.71144 -0.124 0.091 0.038
C 0.19613 -5.34252 -6.92130 0.194 -0.116 0.032
C -1.21745 -5.88852 -6.75298 -0.074 0.044 -0.254
O -1.27022 -7.18689 -6.19498 -0.016 0.090 0.124
C -1.30178 -7.24598 -4.78210 0.012 -0.190 -0.101
H 1.56125 -6.64960 -1.78478 -0.039 0.014 -0.004
H 2.23745 -6.40369 -3.40453 0.091 0.031 0.010
H 2.74988 -5.36109 -2.05081 0.039 -0.019 -0.031
H 2.23241 -3.82584 -3.70975 0.013 -0.098 -0.037
H 0.81649 -3.01264 -3.03367 0.060 0.068 -0.042
H 0.55870 -3.03886 -5.42571 -0.018 -0.003 -0.023
H -0.63945 -4.12026 -4.68327 -0.022 0.161 0.048
H 1.00501 -5.90838 -5.15398 0.033 -0.021 -0.004
H 0.76445 -6.07351 -7.50055 -0.035 0.005 -0.045
H 0.15137 -4.42977 -7.52344 -0.024 0.029 0.029
H -1.65017 -5.97761 -7.75275 -0.004 -0.011 0.005
H -1.86780 -5.20338 -6.19510 0.060 -0.017 0.110
H -1.81200 -6.38068 -4.34996 0.042 0.042 0.006
H -0.29585 -7.32500 -4.35935 -0.022 0.098 0.086
H -1.84824 -8.14668 -4.50244 -0.014 0.005 -0.025
```
Forces are in eV/Å.

Results
net charge: +1
LUMO energy: -2.300 eV
gap between HOMO and LUMO: 7.78 eV
DFT total energy: -6523.67616 a.u.

=====

# 3
Below is a structure of composition C36H25F6N6O6S2Sc at a distorted geometry, with properties calculated with ωB97M-V/def2-TZVPD.

```
82
Properties=species:S:1:pos:R:3:forces:R:3
Sc 0.92920 0.23636 0.20181 -0.881 0.109 0.219
C 2.50467 3.43264 0.43937 -0.002 -0.046 -0.021
O 1.44382 2.68141 -0.13828 -0.107 -0.225 0.002
C 0.52082 3.35633 -0.88640 0.138 0.110 0.151
C 0.39458 4.73654 -0.87099 -0.018 0.055 -0.007
C -0.55908 5.34487 -1.67408 -0.010 -0.022 -0.021
C -1.37474 4.57527 -2.48928 0.010 0.015 0.014
C -1.24822 3.19577 -2.48619 -0.104 -0.025 -0.098
C -0.31262 2.57122 -1.67539 0.121 -0.135 0.008
N -0.15324 1.14604 -1.57743 -0.205 0.337 0.087
N -1.01626 0.54182 -2.26294 -0.244 -0.243 -0.410
C -1.08777 -0.81408 -2.37717 -0.323 0.041 -0.120
C -0.10377 -1.70460 -1.91487 -0.159 0.249 -0.041
O 0.87655 -1.28252 -1.19573 -0.120 -0.033 -0.115
C -0.23144 -3.09002 -2.23249 0.173 -0.130 0.011
C -1.34053 -3.55525 -2.85016 -0.035 -0.079 -0.036
C -2.41290 -2.69925 -3.24729 -0.014 -0.032 -0.001
C -3.58807 -3.21849 -3.82678 0.052 -0.030 0.000
C -4.61205 -2.38775 -4.19155 -0.032 0.061 -0.016
C -4.48060 -1.00292 -3.99428 0.004 -0.020 -0.007
C -3.34409 -0.47479 -3.43431 0.060 -0.031 0.034
C -2.28011 -1.31432 -3.04095 0.045 0.111 0.032
H 2.92238 4.11800 -0.29728 0.011 0.020 -0.026
H 2.15675 3.98429 1.31433 -0.015 0.015 0.018
H 3.26272 2.71624 0.73487 0.006 -0.008 -0.005
H 1.02312 5.34107 -0.23394 0.010 -0.016 0.000
H -0.65492 6.42328 -1.66123 -0.007 -0.031 -0.002
H -2.11206 5.04723 -3.12538 0.015 -0.020 0.008
H -1.87592 2.58285 -3.11677 0.011 0.018 0.019
H 0.56121 -3.75354 -1.91735 -0.001 0.032 0.016
H -1.43424 -4.61855 -3.04451 -0.019 0.019 -0.001
H -3.67088 -4.29034 -3.97074 0.013 0.036 0.021
H -5.51946 -2.79204 -4.62112 0.021 0.017 0.006
H -5.28991 -0.34281 -4.28192 0.018 -0.014 0.010
H -3.25570 0.59059 -3.27447 -0.022 -0.015 -0.006
C 3.40925 0.84559 3.97501 0.042 0.018 0.057
C 2.43035 1.18570 4.90056 -0.028 0.010 0.052
C 1.15247 1.46762 4.46333 0.036 0.065 0.046
C 0.85810 1.41063 3.09982 -0.015 0.099 -0.115
N 1.80813 1.05292 2.21631 -0.138 -0.286 0.202
C 3.04445 0.78001 2.64993 -0.041 0.059 -0.093
C -0.48416 1.70924 2.53973 0.105 -0.085 0.107
C -1.37381 2.50186 3.26869 -0.054 -0.016 0.022
C -2.63093 2.77981 2.76134 0.010 -0.030 -0.040
C -2.98890 2.25432 1.52526 0.021 -0.006 0.048
C -2.08106 1.48494 0.80879 -0.082 -0.063 -0.039
C -0.79689 1.17955 1.27402 -0.112 0.608 0.166
H 4.42172 0.61294 4.27318 -0.009 0.016 -0.002
H 2.66346 1.22226 5.95803 -0.006 -0.005 -0.030
H 0.37167 1.71363 5.16771 0.013 -0.009 0.013
H 3.76177 0.49519 1.88979 -0.028 -0.036 -0.009
H -1.08156 2.92692 4.22221 -0.019 0.001 -0.010
H -3.31947 3.40575 3.31520 0.015 -0.012 -0.006
H -3.96871 2.46328 1.11002 0.024 -0.007 0.014
H -2.40377 1.12593 -0.16709 0.019 0.026 0.007
F 6.01076 -0.88811 -2.00774 0.158 -0.103 -0.127
C 5.23234 -0.02722 -1.37951 -0.151 0.009 0.013
F 5.35544 1.17426 -1.92885 0.117 0.178 -0.090
F 5.60082 0.04612 -0.10242 0.075 0.003 0.144
S 3.47465 -0.53070 -1.50043 0.095 0.046 0.369
O 2.85276 0.47549 -0.60643 0.928 -0.292 -0.676
O 3.13671 -0.47582 -2.87972 0.055 -0.091 0.099
N 3.56912 -1.96546 -0.86119 -0.482 0.126 0.085
S 2.65940 -2.49028 0.31589 0.406 0.262 0.274
O 2.04068 -1.41985 1.12585 0.349 -0.699 -0.304
O 1.89772 -3.66782 0.05970 0.061 0.137 -0.104
C 3.97337 -3.05632 1.45946 -0.053 0.087 -0.002
F 4.72875 -2.03271 1.85087 0.110 0.094 0.039
F 3.39513 -3.59023 2.53157 -0.048 -0.100 0.187
F 4.73859 -3.96231 0.87696 0.130 -0.164 -0.053
N -5.23488 -3.17362 -0.29455 0.083 0.007 0.051
C -4.22605 -3.06917 0.24661 0.097 -0.016 0.044
C -2.95888 -2.94295 0.92473 -0.168 0.000 -0.089
C -2.59031 -3.80986 1.94647 -0.064 -0.070 0.012
C -1.36055 -3.62401 2.54517 -0.002 -0.047 0.033
C -0.54278 -2.60122 2.09158 0.001 0.062 -0.067
N -0.88531 -1.76800 1.10730 0.100 -0.003 0.087
C -2.08091 -1.93322 0.55066 0.039 0.091 -0.060
H -3.25601 -4.60510 2.25508 0.008 0.015 0.002
H -1.02619 -4.26882 3.34626 -0.005 0.019 -0.017
H 0.43373 -2.44600 2.53119 0.000 0.005 -0.012
H -2.36745 -1.24569 -0.23543 0.022 0.007 0.049
```
Forces are in eV/Å.

Results
net charge: 0
LUMO energy: -0.751 eV
gap between HOMO and LUMO: 6.98 eV
DFT total energy: -4323.26077 a.u.
ΔE to the lowest compared entry with this formula, charge and spin: 0.0000 eV